[1]
ORCA calculation (the ωB97M-V functional and the def2-TZVPD basis) on a 2-piece molecular cluster, C9H11O3 overall.

As for the lowest unoccupied orbital energy: 2.9 eV. As for the HOMO energy: -4.12 eV. Its energy relative to the best compared isomer or geometry (same formula, charge and spin) is 0.919 eV. As for the charge: -1. As for the total energy: -575.32465 Eh.

Geometry as XYZ:
```
23
Properties=species:S:1:pos:R:3:lowdin_charge:R:1
C 4.353 0.164 -1.747 -0.070
C 0.614 -0.909 0.185 -0.325
C 1.076 -1.578 -0.956 -0.021
C 1.373 0.146 0.670 -0.002
C 2.268 -1.204 -1.546 -0.070
C 2.582 0.511 0.075 -0.052
C 3.065 -0.172 -1.029 -0.296
O -0.519 -1.280 0.844 0.027
H -1.335 -1.084 0.356 0.083
H 0.499 -2.396 -1.374 0.110
H 0.967 0.730 1.487 0.123
H 2.626 -1.746 -2.410 0.101
H 3.099 1.343 0.526 0.102
H 4.898 -0.746 -1.954 0.064
H 5.020 0.757 -1.104 0.072
H 4.188 0.732 -2.663 0.074
C -3.718 0.172 -0.251 -0.067
C -3.453 1.143 0.928 -0.804
O -2.495 0.795 1.651 -0.097
O -4.213 2.133 1.011 -0.104
H -2.810 0.031 -0.851 0.046
H -4.486 0.558 -0.924 0.047
H -4.084 -0.781 0.155 0.060
```

[2]
ORCA calculation (the ωB97M-V functional and the def2-TZVPD basis) on a 2-piece molecular cluster, C5H8N2O2 overall at a distorted geometry.

As for the lowest unoccupied orbital energy (spin up / spin down): 0.6 / 0.6 eV. As for the HOMO energy (spin up / spin down): -5.95 / -5.95 eV. Its energy relative to the best compared isomer or geometry (same formula, charge and spin) is 3.646 eV. As for the charge: 0. As for the total energy: -455.22450 Eh.

Geometry as XYZ:
```
17
Properties=species:S:1:pos:R:3:lowdin_charge:R:1
C -0.725 -1.706 -0.542 -0.202
C 3.231 0.364 -0.490 -0.459
C -1.159 -0.327 1.209 -0.152
C -0.016 0.283 0.224 -0.319
C -0.176 1.784 -0.113 -0.096
N -1.206 -1.693 0.730 -0.025
N -0.169 -0.535 -0.835 -0.009
O 3.277 1.047 0.407 0.237
O 3.072 -0.392 -1.356 0.175
H -0.639 -2.638 -1.224 0.151
H -0.767 -0.207 2.219 0.100
H -2.042 0.230 1.082 0.074
H -0.043 2.331 0.766 0.031
H -1.296 2.016 -0.282 0.082
H 0.405 2.213 -0.927 0.060
H -2.204 -2.157 0.818 0.176
H 0.456 -0.610 -1.688 0.175
```

[3]
ORCA calculation (the ωB97M-V functional and the def2-TZVPD basis) on an isolated molecule of C3H8N2S at a distorted geometry.

As for the lowest unoccupied orbital energy: 1.0 eV. As for the HOMO energy: -8.62 eV. Its energy relative to the best compared isomer or geometry (same formula, charge and spin) is 1.903 eV. As for the charge: 0. As for the total energy: -626.75334 Eh.

Geometry as XYZ:
```
14
Properties=species:S:1:pos:R:3:lowdin_charge:R:1
C -0.383 0.114 -1.781 -0.138
C -0.884 -0.460 -0.447 -0.679
C 0.104 -0.573 0.610 -0.274
H 0.108 -0.681 -2.379 0.082
H 0.337 0.879 -1.621 0.050
H -1.225 0.470 -2.384 0.061
H -1.367 -1.447 -0.589 0.095
H -1.606 1.691 0.473 -0.106
H 0.017 -1.380 1.296 0.107
H 1.928 -0.651 2.281 0.099
H 2.570 0.890 1.748 0.094
N 1.000 0.300 0.761 -0.061
N 1.742 0.290 1.884 -0.013
S -2.342 0.558 0.149 0.682
```

[4]
ORCA calculation (the ωB97M-V functional and the def2-TZVPD basis) on C3H3N3O as an isolated structure at a distorted geometry.

As for the lowest unoccupied orbital energy: -1.1 eV. As for the HOMO energy: -11.02 eV. Its energy relative to the best compared isomer or geometry (same formula, charge and spin) is 3.559 eV. As for the charge: 0. As for the total energy: -355.50909 Eh.

Geometry as XYZ:
```
10
Properties=species:S:1:pos:R:3:lowdin_charge:R:1
C -0.059 -1.084 -1.283 -0.155
C 1.137 0.950 -0.403 -0.184
C 0.334 0.072 0.360 -0.433
N -0.852 -1.306 -2.083 0.016
N 1.792 1.597 -1.086 0.224
N -1.012 0.457 0.658 0.140
O 1.055 -0.686 1.239 0.096
H -1.733 -0.291 0.461 0.144
H -1.223 1.186 0.121 0.038
H 0.561 -0.895 2.016 0.114
```

[5]
ORCA calculation (the ωB97M-V functional and the def2-TZVPD basis) on a 5-piece molecular cluster, C34H32F4N3O2P overall at a distorted geometry.

As for the lowest unoccupied orbital energy: -0.9 eV. As for the HOMO energy: -8.59 eV. Its energy relative to the best compared isomer or geometry (same formula, charge and spin) is 5.156 eV. As for the charge: 0. As for the total energy: -2370.14507 Eh.

Geometry as XYZ:
```
76
Properties=species:S:1:pos:R:3:lowdin_charge:R:1
C 0.494 3.513 2.670 -0.097
C -0.942 2.832 2.922 -0.246
N -0.902 1.399 3.337 -0.042
C -0.072 0.569 2.467 -0.176
C -0.341 0.590 0.940 0.025
C 0.523 -0.314 0.030 -0.248
P 0.251 -0.377 -1.832 0.707
N -0.519 -1.700 -2.299 -0.321
C 1.637 -1.155 0.687 -0.068
C 1.939 -1.145 2.215 -0.028
C 1.060 -0.287 3.146 0.075
C 3.182 -2.104 2.500 -0.305
O 3.569 -2.658 3.548 0.091
N 3.791 -2.184 1.135 0.068
C 2.714 -2.166 0.095 -0.324
O 2.737 -2.832 -0.962 0.068
H 1.390 2.846 2.893 0.074
H 0.625 4.451 3.334 0.077
H 0.493 3.887 1.578 0.064
H -1.565 2.916 1.972 0.090
H -1.484 3.469 3.718 0.125
H -0.673 1.273 4.330 0.115
H -1.172 1.267 0.521 0.087
H 1.550 -0.200 -2.445 0.013
H -0.513 0.813 -2.163 0.001
H 0.115 -2.175 -2.960 -0.042
H 1.263 -0.301 4.263 0.112
H 4.241 -1.252 1.001 0.136
F 10.818 0.019 0.356 0.060
C 9.648 -0.497 0.764 -0.291
C 8.835 -1.148 -0.151 -0.019
C 7.624 -1.687 0.274 -0.080
C 7.236 -1.558 1.605 -0.101
C 8.058 -0.897 2.513 -0.081
C 9.274 -0.368 2.092 -0.020
H 9.150 -1.231 -1.184 0.116
H 6.984 -2.206 -0.432 0.106
H 6.289 -1.975 1.934 0.079
H 7.752 -0.795 3.549 0.106
H 9.930 0.142 2.788 0.115
F -2.068 2.532 -0.582 0.012
C -2.587 3.740 -0.878 -0.275
C -1.823 4.877 -0.672 -0.021
C -2.357 6.124 -0.982 -0.080
C -3.653 6.217 -1.484 -0.090
C -4.413 5.067 -1.681 -0.072
C -3.874 3.821 -1.381 -0.010
H -0.819 4.785 -0.274 0.102
H -1.766 7.020 -0.833 0.106
H -4.072 7.190 -1.721 0.103
H -5.423 5.142 -2.067 0.106
H -4.447 2.915 -1.537 0.106
F -1.742 -2.612 2.751 0.053
C -1.638 -3.788 2.110 -0.285
C -0.946 -3.851 0.911 -0.011
C -0.834 -5.069 0.250 -0.071
C -1.425 -6.209 0.790 -0.099
C -2.122 -6.133 1.992 -0.090
C -2.225 -4.917 2.660 -0.024
H -0.501 -2.952 0.502 0.085
H -0.288 -5.130 -0.686 0.107
H -1.341 -7.159 0.271 0.099
H -2.585 -7.021 2.410 0.102
H -2.756 -4.841 3.602 0.113
F -5.996 2.652 -3.233 0.044
C -5.886 1.475 -3.873 -0.289
C -5.190 1.415 -5.070 -0.018
C -5.071 0.196 -5.730 -0.081
C -5.658 -0.945 -5.191 -0.093
C -6.359 -0.872 -3.990 -0.079
C -6.469 0.344 -3.324 -0.018
H -4.747 2.316 -5.478 0.116
H -4.522 0.136 -6.663 0.105
H -5.568 -1.895 -5.708 0.102
H -6.819 -1.761 -3.574 0.107
H -7.003 0.419 -2.384 0.116
```

[6]
ORCA calculation (the ωB97M-V functional and the def2-TZVPD basis) on C35H34AsIrNS2 as an isolated structure at a distorted geometry.

As for the lowest unoccupied orbital energy: -2.7 eV. As for the HOMO energy: -10.77 eV. Its energy relative to the best compared isomer or geometry (same formula, charge and spin) is 1.009 eV. As for the charge: +1. As for the total energy: -4545.21040 Eh.

Geometry as XYZ:
```
74
Properties=species:S:1:pos:R:3:lowdin_charge:R:1
Ir 0.094 0.392 -0.268 1.011
C -2.170 -0.052 -0.102 -0.268
C -1.903 1.104 -0.885 -0.319
C -1.138 0.648 -2.028 -0.365
C -0.935 -0.760 -1.905 -0.312
C -1.584 -1.184 -0.715 -0.293
C -1.705 -2.567 -0.175 -0.037
C -0.205 -1.547 -2.946 -0.009
C -1.008 1.448 -3.287 -0.019
C -2.464 2.491 -0.768 -0.018
C -2.963 -0.122 1.161 0.006
H -2.755 -2.873 -0.182 0.104
H -1.359 -2.624 0.858 0.067
H -1.134 -3.286 -0.757 0.080
H -0.804 -1.601 -3.859 0.101
H 0.002 -2.564 -2.618 0.083
H 0.742 -1.070 -3.195 0.080
H -1.832 1.223 -3.971 0.108
H -0.087 1.221 -3.815 0.062
H -1.047 2.511 -3.071 0.066
H -3.249 2.665 -1.508 0.098
H -1.686 3.239 -0.917 0.071
H -2.903 2.657 0.216 0.076
H -3.844 -0.746 0.997 0.105
H -3.294 0.861 1.490 0.084
H -2.394 -0.582 1.969 0.082
S 1.245 -1.614 0.424 0.699
C 0.617 -1.096 1.922 -1.109
N 0.018 0.064 1.819 -0.191
C -0.218 0.661 3.057 -0.320
C -0.757 1.924 3.266 -0.010
C -0.913 2.352 4.571 -0.061
C -0.547 1.533 5.645 -0.068
C -0.024 0.270 5.437 -0.069
C 0.140 -0.161 4.124 -0.449
S 0.822 -1.664 3.540 1.095
H -1.029 2.545 2.420 0.113
H -1.326 3.333 4.766 0.111
H -0.668 1.897 6.657 0.112
H 0.253 -0.360 6.272 0.116
C 4.807 0.350 -3.977 -0.069
C 5.273 0.296 -2.674 -0.063
C 4.467 0.720 -1.623 -0.090
C 3.189 1.205 -1.880 -0.344
C 2.718 1.236 -3.189 -0.119
C 3.526 0.821 -4.235 -0.068
As 2.022 1.717 -0.427 1.203
C 1.555 3.588 -0.670 -0.347
C 1.705 4.502 0.368 -0.100
C 1.287 5.819 0.206 -0.067
C 0.715 6.229 -0.988 -0.072
C 0.551 5.317 -2.022 -0.071
C 0.964 4.003 -1.859 -0.123
C 3.239 1.829 1.061 -0.375
C 3.132 1.071 2.217 -0.086
C 4.064 1.218 3.237 -0.055
C 5.107 2.119 3.101 -0.063
C 5.225 2.876 1.940 -0.060
C 4.296 2.732 0.923 -0.130
H 5.438 0.020 -4.793 0.111
H 6.268 -0.077 -2.467 0.112
H 4.843 0.662 -0.611 0.100
H 1.721 1.585 -3.404 0.057
H 3.155 0.862 -5.252 0.111
H 2.135 4.200 1.314 0.100
H 1.416 6.524 1.017 0.110
H 0.399 7.256 -1.115 0.110
H 0.103 5.628 -2.957 0.111
H 0.828 3.310 -2.674 0.067
H 2.337 0.356 2.331 0.043
H 3.971 0.621 4.136 0.111
H 5.834 2.233 3.895 0.111
H 6.041 3.578 1.828 0.113
H 4.396 3.327 0.024 0.117
```